[1]
ORCA calculation (wB97M-V/def2-TZVPD) on C17H18N4O4S in the gas phase.

Calculated values
- Orbital gap: 7.53 eV
- SMILES: Cc1ccc(CNC(=O)CCNS(=O)(=O)c2cccc3nonc23)cc1
- Energy above the lowest of the compared OMol25 structures with the same formula, charge and spin: 118.7 kcal per mole

Structure (ORCA input):
```
! RIJCOSX wB97M-V def2-TZVPD def2/J DEFGRID3
* xyz 0 1
C -1.8834 2.6262 0.7090
H -0.9588 -0.0094 0.9558
H -3.5136 -0.0527 0.5574
H -2.3964 1.8659 -2.4191
C 4.6370 0.4428 -1.0096
N -0.1659 0.4036 1.4271
C 2.1896 0.5052 -0.5557
H -2.1429 -4.5719 0.0493
C -0.4422 1.4821 2.3502
C 3.3289 0.7825 -1.4091
H 0.4232 1.5477 3.0123
C -1.2206 -1.9698 -1.8543
H -3.5375 1.8583 -1.0431
H 5.7624 -0.4163 0.5667
C -2.5488 1.5464 -1.3854
C 4.7804 -0.1442 0.2120
H -1.3263 1.2614 2.9586
C 3.6644 -0.4280 1.0429
C -1.5266 -0.6434 -2.1001
O 1.4972 -0.5595 3.0855
H -1.1209 -0.1482 -2.9708
N -1.5696 2.2041 -0.5346
O 1.5553 1.4657 -2.3376
C -0.6673 2.8093 1.6104
C -1.7202 -2.6237 -0.7358
H -2.9645 -2.4158 0.9911
O -3.0180 2.8144 1.0952
S 1.0340 -0.6706 1.7336
N 1.1200 0.9574 -1.1814
O 0.6444 -1.9532 1.2276
C -1.3261 -4.0307 -0.4229
H -0.4876 -3.9989 0.2735
H 3.8169 -0.9039 1.9992
C -2.5595 -1.9204 0.1206
N 2.8646 1.3722 -2.4936
H -0.6136 1.9210 -0.7126
H 5.4690 0.6528 -1.6609
H -1.0139 -4.5627 -1.3183
C -2.8664 -0.5933 -0.1195
C 2.3871 -0.1224 0.6845
C -2.3498 0.0612 -1.2337
H 0.2147 3.0743 1.0285
H -0.8748 3.5885 2.3428
H -0.5736 -2.5038 -2.5357
*
```

[2]
ORCA calculation (wB97M-V/def2-TZVPD) on a gas-phase ion, C17H18N5O (charge +1).

Calculated values
- Orbital gap: 7.79 eV
- Energy above the lowest of the compared OMol25 structures with the same formula, charge and spin: 98.9 kcal per mole

Structure (ORCA input):
```
! RIJCOSX wB97M-V def2-TZVPD def2/J DEFGRID3
* xyz 1 1
H -0.4860 3.0333 1.6429
N 1.0023 1.5323 1.7545
N -3.5157 -4.9927 -1.4199
H 3.3065 -1.0653 -0.8574
H -2.8722 2.1760 -1.0193
C 2.2353 1.2036 2.3199
C -3.8927 -1.6092 -2.7331
N -3.8953 -4.0016 -2.2121
C 1.6764 -0.4206 -1.9399
C -2.7555 -2.2133 -0.7935
H 0.3850 2.8652 3.3129
C 0.1965 1.0786 -0.6909
C -2.2596 -0.9122 -0.6400
H 2.0735 -1.0420 -2.7280
C 1.0588 1.0344 0.4165
C 2.5124 -0.3549 -0.8444
O -0.9625 1.7527 -0.4364
H 2.2919 0.8206 4.5563
H -4.5584 -1.8026 -3.5440
H -0.9024 1.6832 2.7210
C -3.5364 -0.2595 -2.3990
H 4.6849 -0.6315 1.8589
H -1.9485 1.9792 -2.3775
C 3.0201 0.5694 1.3914
C 4.5014 0.2532 1.3988
C -3.5137 -2.6377 -1.9392
H -1.3881 -0.8209 0.1027
N 2.2343 0.4015 0.2488
H 5.0752 1.0798 1.7920
C -2.0418 1.5912 -1.4027
H 3.7422 1.1901 3.8516
H 4.7394 0.1064 0.3532
N -3.0448 -5.7909 -0.7518
H -3.9461 0.4398 -3.1279
H 2.6688 2.4694 3.9176
C -0.0248 2.3554 2.4194
C 2.7490 1.4068 3.7570
H -0.1858 0.0293 -2.6163
C -2.6825 0.1403 -1.4207
C 0.5225 0.3062 -1.8027
H -2.2635 -2.9429 -0.1184
*
```

[3]
ORCA calculation (wB97M-V/def2-TZVPD) on C17H18N6O2S in the gas phase.

Calculated values
- Orbital gap: 8.39 eV
- SMILES: COc1ccccc1-n1nnnc1SCC(=O)Nc1ccc(C)c(N)c1
- Energy above the lowest of the compared OMol25 structures with the same formula, charge and spin: 1.7 kcal per mole

Structure (ORCA input):
```
! RIJCOSX wB97M-V def2-TZVPD def2/J DEFGRID3
* xyz 0 1
H -5.1319 -1.5526 0.0171
N -2.5543 -1.8994 0.2747
C 3.5866 0.4034 0.5839
N -1.1755 -3.5211 -0.1351
H 4.2893 4.5421 2.0320
C 4.3050 1.4027 1.2179
H 1.2331 0.2196 -1.7393
H 3.8271 5.0423 -0.2839
C -3.1714 1.7094 0.6368
H 5.5473 3.3562 2.3946
C 0.8242 -2.1854 -1.8695
C 2.6990 0.7502 -0.4255
H -2.6381 2.6278 0.8222
H 1.1248 -2.1188 -2.9161
H 0.6810 -3.2263 -1.5827
H -6.3362 0.6160 0.1346
O -1.1498 0.3448 0.7516
N -2.0430 -3.8714 0.7981
C -5.2648 0.5821 0.2504
C 1.8803 -1.5357 -0.9738
H 1.8738 2.3572 -1.5819
N 3.0684 4.4111 -0.4840
C -3.2236 -0.6668 0.3244
H 5.6385 4.3091 0.9148
H 2.6420 4.5654 -1.3843
H -0.3573 2.2260 0.3688
C -0.3846 1.4599 1.1491
H 4.9913 1.1284 2.0054
C 3.2850 3.0846 -0.1512
H -5.0572 2.6921 0.5243
O 2.6016 -2.1987 -0.2688
H 3.7093 -0.6274 0.8662
C -2.4861 0.5020 0.5750
C -4.5993 -0.6286 0.1790
C 2.5594 2.0852 -0.7894
C -4.5460 1.7429 0.4710
N -2.8662 -2.9475 1.0523
S -0.7890 -1.3431 -1.7354
H -0.7690 1.8938 2.0763
C 4.1724 2.7382 0.8808
N 1.9090 -0.1867 -1.1046
C 4.9565 3.7982 1.5971
C -1.4838 -2.2858 -0.4693
H 0.6232 1.0840 1.3170
*
```

[4]
ORCA calculation (wB97M-V/def2-TZVPD) on a molecular structure, C17H18N6O3S2SeTi.

Calculated values
- Orbital gap: 6.25 eV
- Energy above the lowest of the compared OMol25 structures with the same formula, charge and spin: 0.0 kcal per mole

Structure (ORCA input):
```
! RIJCOSX wB97M-V def2-TZVPD def2/J DEFGRID3
* xyz 2 1
C 0.7739 2.8640 0.3317
C 2.2572 1.3695 -0.5375
C 1.6079 5.1096 -0.0441
H -0.1826 -0.5839 4.3052
H -1.7300 -1.6368 -4.1444
C -0.5255 4.7301 1.0346
H 0.1368 1.5300 2.5015
C -3.6736 0.0207 -3.0194
H -1.5494 0.0489 -4.6661
H 0.3304 6.6622 0.6702
Se 2.9116 -2.3758 2.9953
H -1.4547 0.4358 3.6280
O -1.2696 -2.4752 2.7722
H -3.7633 0.8016 -3.7719
C 2.1588 -4.0166 1.2348
O -1.1429 -0.8634 1.1943
N 0.7454 -2.5046 -0.1184
H -4.0988 -0.9061 -3.3994
C -0.6051 -0.1990 3.3799
C -1.0749 -1.3417 2.4967
N 2.9318 -4.0080 2.3012
H 2.3590 5.7893 -0.4227
H -1.1846 2.6988 1.2482
H 0.7722 -5.5867 -1.4214
C -1.4129 -0.6415 -3.8356
Ti 0.4643 -0.3678 0.4162
S 2.6863 -0.2353 -0.9187
C 1.7509 3.7339 -0.1613
H -0.1459 -3.3228 -1.7681
H -1.4192 5.1397 1.4849
S 3.0498 2.8405 -0.9172
C 0.4968 -3.5058 -0.9158
N 0.3847 0.5477 2.5740
H 2.2745 -6.0806 0.5068
N -2.2533 -0.1982 -2.7217
O -0.5497 -0.1401 -1.2414
H 1.3067 0.5237 2.9971
C -0.3872 3.3566 0.9188
H -4.1964 0.3151 -2.1135
C 1.8578 -5.0965 0.3403
C -1.7738 0.0357 -1.5384
H -0.3721 -0.6465 -3.5287
C 1.5587 -2.7678 0.9390
C 1.0390 -4.8206 -0.7078
C 0.4642 5.5946 0.5663
N 1.1185 1.5268 0.1360
H -2.4736 0.3878 -0.7805
N 1.8020 -1.7413 1.7208
*
```

[5]
ORCA calculation (wB97M-V/def2-TZVPD) on 2 unconnected molecules or ions with the total composition C17H18O4.

Calculated values
- Orbital gap: 8.19 eV
- Energy above the lowest of the compared OMol25 structures with the same formula, charge and spin: 367.8 kcal per mole

Structure (ORCA input):
```
! RIJCOSX wB97M-V def2-TZVPD def2/J DEFGRID3
* xyz 0 1
H 2.9619 -1.8646 3.2049
C -3.0370 0.1467 1.0518
H 0.3101 0.8551 1.4785
H 3.2441 -0.1873 3.0593
H 4.1110 -1.2618 2.0124
H 0.3606 4.0191 -0.6919
C 1.1804 1.0625 0.8036
O 4.1751 -0.9125 -0.2303
H 4.6444 -2.6049 -0.6409
C -3.5947 -0.7534 0.1845
C -0.9569 2.3063 -1.2269
H 3.3626 -2.4825 -1.7664
O -1.1617 2.8942 -2.5202
C 3.0408 1.0066 -1.1806
C 1.1264 1.9705 -0.3418
O 2.0301 -1.1353 1.7030
C 3.1714 0.1719 -0.2058
H 2.2002 2.8584 -1.9538
C -2.2702 1.1749 0.6008
C 2.0850 0.1895 0.6857
H -0.3946 3.2804 0.6760
C -3.2028 -0.5706 -1.3324
H 2.9399 -2.5563 0.0999
H -3.5261 -1.4738 -1.9928
C -1.8513 1.5444 -0.5417
H -5.4661 -2.2458 -0.6289
C -0.0367 2.9470 -0.1777
H -2.1542 0.3139 -2.4537
C 2.1619 2.1005 -1.0212
H -3.9705 -3.3544 -0.5308
C 3.8144 -2.1263 -0.4336
H -5.5364 -3.4249 0.5237
C -2.3460 0.4959 -1.5238
C -4.8583 -2.7244 -0.0255
H -3.4396 0.1570 2.1259
H 4.0444 1.1714 -1.7061
H -1.9369 1.8264 1.5248
O -4.4625 -1.8535 0.7607
C 3.2374 -0.9603 2.6313
*
```

[6]
ORCA calculation (wB97M-V/def2-TZVPD) on a molecular structure, C17H19BF5N3O3Tc.

Calculated values
- Orbital gap (spin up / spin down): 5.08 / 6.22 eV
- ⟨S²⟩: 3.80

Structure (ORCA input):
```
! RIJCOSX wB97M-V def2-TZVPD def2/J DEFGRID3
* xyz 2 4
C 6.3585 4.2429 -1.9317
O -0.0852 1.8191 0.0000
H 10.2872 -2.9901 -1.5491
F 6.1608 -2.4142 0.0562
H 5.4510 6.1700 -1.2757
C 9.1008 0.2904 0.2203
H 10.9968 -1.7055 0.3009
H 7.8409 -2.3345 -1.6023
F -3.7614 -1.1046 0.8113
C 10.5251 0.2159 -0.3668
H 10.5850 0.7200 -1.3374
F -1.8228 0.0000 0.0000
N 4.5481 2.8690 -0.6437
H 8.4993 -2.4289 0.0564
H 6.2503 3.5797 -2.7819
C 3.2103 3.1501 -0.4278
O 1.8195 -0.0852 0.0000
H 9.9939 -1.4849 -2.4698
H 0.0000 -1.6682 0.0000
C 6.7987 -0.1648 -0.4369
C 6.3513 1.1641 -0.5904
H 9.0915 -0.1446 1.2278
H 11.8595 -1.2509 -1.0352
N 10.9290 -1.2206 -0.6026
C 4.0616 0.5148 -0.2154
B -3.2767 0.0001 -0.0001
H 11.2646 0.6454 0.3148
N 8.1649 -0.4545 -0.6482
H 4.3654 5.1420 -2.3095
C 5.4782 4.0104 -0.7278
C 2.6144 0.8371 -0.1282
C 9.9428 -1.9543 -1.4816
Tc 0.0000 0.0000 0.0000
H 8.8373 1.3488 0.3156
C 2.2347 2.2597 -0.1922
F -3.7612 -0.1503 -1.3626
C 4.9965 1.5298 -0.4796
C 5.8163 -1.1317 -0.1447
C 5.2270 5.1790 -1.6515
F -3.7612 1.2552 0.5508
C 4.4705 -0.8085 -0.0358
O 0.6408 3.9732 0.1241
H 7.0708 1.9309 -0.8533
H 3.7429 -1.5856 0.1837
H 2.9619 4.2092 -0.4697
H 7.3640 4.6058 -1.7630
C 0.7944 2.7198 -0.0020
H 5.8848 4.2624 0.2492
C 8.5264 -1.8670 -0.8857
*
```

[7]
ORCA calculation (wB97M-V/def2-TZVPD) on 2 unconnected molecules or ions with the total composition C17H19BNO15S2.

Calculated values
- Orbital gap: 8.79 eV

Structure (ORCA input):
```
! RIJCOSX wB97M-V def2-TZVPD def2/J DEFGRID3
* xyz -1 1
H 2.2348 -3.3320 2.4172
H -4.9433 -0.5666 -1.0806
C 1.0886 -3.9737 0.8078
O 1.6147 -3.5196 5.2911
C 0.8532 -3.2105 4.3935
C 0.8460 -5.4001 0.3452
H -2.2402 3.5816 -0.8116
C -1.8975 2.7037 -0.2904
H -0.8277 2.6736 -0.4238
H -0.2580 -2.7742 -1.9134
H 1.8704 -6.2987 2.7517
O 1.6255 6.1379 -0.9281
O 0.3539 -1.9665 4.3077
O -4.8416 1.4932 1.3577
S -7.0247 0.0159 0.0180
H -2.1776 -0.0553 -2.3110
C 1.5813 -4.1717 2.2346
C -1.6194 0.6221 -1.6666
S -0.1169 -2.6805 0.5146
H -7.0625 -1.3073 -0.1673
H 2.8137 -5.8379 0.1260
O 2.0264 4.6019 -2.6695
C 0.4830 -4.1985 3.3139
H -3.3209 1.7851 -1.5561
O -0.1167 4.0752 -3.0885
C -4.4459 0.8865 0.3997
C 0.4593 5.6792 -1.3519
C 0.3297 -2.2298 -1.1887
O 1.0289 -0.1895 -2.1663
C 0.2351 -0.7521 -1.4308
H -2.1395 2.7784 0.7564
O -0.7827 -0.1314 -0.7957
H 1.9757 -3.7144 0.2418
O 3.6446 4.7641 -0.8464
H 3.3403 -5.3966 2.3290
H -0.5078 -4.0206 2.9115
O -3.1243 0.6321 0.1911
C -5.3780 0.3262 -0.6618
H -0.1473 -1.8896 3.4927
H -5.4486 1.0346 -1.4712
C -2.5678 1.4569 -0.8494
N 2.0597 -6.1005 0.7406
O -0.1362 -5.9025 -0.1323
H -1.0533 1.2944 -2.2970
O 3.5270 6.5137 -2.4165
C 2.3017 -5.5600 2.0999
H 0.4969 -5.1518 3.8089
O 5.8530 4.8812 -0.4432
O -0.6178 5.9855 -0.9273
O 5.7058 7.0658 -2.4036
B 2.7088 5.5054 -1.7144
C 4.7895 6.3975 -2.0241
C 4.8661 5.2592 -1.0027
H 1.3611 -2.5001 -1.3385
C 0.7215 4.6813 -2.4817
*
```

[8]
ORCA calculation (wB97M-V/def2-TZVPD) on a molecular structure, C17H19Cl5N4PbSbSe4.

Calculated values
- Orbital gap: 6.31 eV
- Energy above the lowest of the compared OMol25 structures with the same formula, charge and spin: 6.3 kcal per mole

Structure (ORCA input):
```
! RIJCOSX wB97M-V def2-TZVPD def2/J DEFGRID3
* xyz -1 1
C -4.0352 -0.5980 -3.5648
Cl -5.8451 2.6042 -2.0084
C 1.1597 2.9919 3.8517
Se 3.8875 3.7077 0.8929
N -0.3673 -2.6750 3.0488
C 2.4181 0.9339 3.2727
H 1.0179 2.6683 4.8868
C 1.2613 -2.9878 -0.0071
C -0.7150 -4.3866 -0.0011
C 0.1319 -3.4863 0.6407
Sb 2.8864 2.4673 -0.9943
Cl -4.4067 -1.8401 -4.7073
H 0.2539 -0.1318 -3.8460
C 1.2411 0.5206 2.4074
H 2.4071 -2.9733 -1.8029
C -0.4224 -4.7866 -1.2924
Se 3.5096 3.0754 -3.2327
N -0.0382 1.0690 2.8175
Pb -0.2643 0.2478 -0.8080
H -1.5968 -4.7538 0.5065
C -4.9654 0.4040 -3.3043
H -0.9256 2.8873 3.3543
Cl -6.4823 0.4124 -4.1276
H 0.1542 2.9428 1.9619
H 2.3424 0.5323 4.2868
H -1.0833 -5.4747 -1.8028
C -2.8206 -0.5721 -2.8833
H 1.4611 0.8589 1.3936
C -2.4614 0.4117 -1.9824
H 2.7482 2.8473 2.3977
Cl -3.1207 2.5694 -0.4993
H 0.6697 1.3923 -3.3418
C -0.1510 -3.0376 1.9790
H 3.3544 0.6200 2.8099
H -0.4016 0.6168 3.6479
H 1.6523 0.1372 -2.9873
C 0.7044 -4.2952 -1.9399
H 3.2092 2.7091 3.9713
H 1.8908 -2.2526 0.4791
C 1.5460 -3.3950 -1.3016
Cl -1.7075 -1.9106 -3.1607
Se 0.3808 2.9012 -0.7608
C 0.0199 2.5148 2.9588
N 2.4438 2.4184 3.3669
H 1.1850 -0.5654 2.3759
H 0.9172 -4.6079 -2.9544
C -3.4339 1.3635 -1.7218
H 1.2530 4.0778 3.8229
C -4.6711 1.3884 -2.3637
N 0.6734 0.4044 -3.0955
Se 3.1348 0.0342 -0.6387
*
```

[9]
ORCA calculation (wB97M-V/def2-TZVPD) on C17H19ClN2O in the gas phase.

Calculated values
- Orbital gap: 8.72 eV
- SMILES: O=C(CCCCCl)Nc1c2c(nc3ccccc13)CCC2
- Energy above the lowest of the compared OMol25 structures with the same formula, charge and spin: 0.0 kcal per mole

Structure (ORCA input):
```
! RIJCOSX wB97M-V def2-TZVPD def2/J DEFGRID3
* xyz 0 1
H -3.2233 -0.2945 4.0352
C 2.1334 -2.1695 -2.6383
Cl 0.1674 -3.5230 -3.9910
C 0.5661 2.9388 3.3772
C 0.9562 -3.1086 -2.4396
H -0.3123 -0.7080 -3.0104
H 1.6062 -1.1415 -4.4587
H -2.8675 -0.9780 -0.0358
H 0.4009 3.0040 4.4412
H -1.7291 -2.0602 0.7747
H 1.0648 2.6644 -0.4460
C 0.9302 2.7272 0.6219
H 0.1873 -2.6652 -1.8079
H 2.2063 4.4132 0.8262
H 2.9307 -2.6967 -3.1653
O 1.8372 0.3106 -0.8385
C -3.3099 -1.3194 2.0858
C -0.5965 0.7516 0.5933
H -1.2651 0.2246 -1.2706
H -4.2032 -0.7204 1.9019
C 0.7693 0.2395 -1.3984
C 0.0942 1.7982 1.2681
C -2.5641 -0.7617 3.3061
C -1.5999 0.2185 2.7099
N -0.4248 0.5050 -0.7840
C -1.4691 -0.0139 1.3220
H -3.6190 -2.3538 2.2262
C 0.6006 -0.1286 -2.8643
C 1.8048 -0.8922 -3.4151
H 2.5035 -1.8979 -1.6477
H 0.4880 0.8051 -3.4228
H -2.0008 -1.5454 3.8185
H 1.2826 -4.0504 -1.9989
C -0.1124 1.9261 2.6729
C -2.3390 -1.1604 0.9025
H 1.9131 4.5817 3.2668
H 2.6821 -0.2455 -3.3768
C 1.3946 3.8068 2.7214
C 1.5666 3.7070 1.3345
N -0.9494 1.1254 3.3724
*
```

[10]
ORCA calculation (wB97M-V/def2-TZVPD) on 2 unconnected molecules or ions with the total composition C17H19F3N3O6S.

Calculated values
- Orbital gap: 4.82 eV

Structure (ORCA input):
```
! RIJCOSX wB97M-V def2-TZVPD def2/J DEFGRID3
* xyz -1 1
C -1.2500 1.4558 -1.5085
C 0.9084 0.2146 1.8550
O -2.3163 1.6471 -2.0486
H 1.7846 2.6182 -3.4215
H -2.3937 -5.7511 0.7030
H 3.3138 2.0941 0.2880
H -0.7179 2.6364 -3.6343
C -1.9346 -1.3789 0.5204
C 2.5380 1.8326 1.0189
N 0.5904 3.9428 4.9287
C -1.0428 4.3240 -2.3836
O -2.4946 -2.4852 -0.0018
O -0.1123 2.1382 -1.7103
H -2.0404 4.0059 -2.0671
O 0.8567 -2.4974 -0.1961
O -1.7011 -1.1804 1.7005
N -0.9790 0.4713 -0.4410
C -2.5577 -4.8623 0.0873
H -3.5920 -4.2752 2.6720
N -1.7414 -0.5150 -0.5951
H -0.5593 4.8812 -1.5684
O 2.8748 -2.7283 1.2738
H 0.3600 -0.7240 1.7699
C 1.1886 3.5035 -3.1896
S 2.2123 -2.1248 0.1350
F 2.8252 -1.9827 -2.4533
H -0.2829 0.8796 3.5084
C 1.1797 2.3597 2.9480
C -2.5237 -3.6183 0.9485
C 2.1580 2.7164 2.0035
C -0.2221 3.1348 -2.7882
C -3.6685 -3.4918 1.9104
C 0.5308 1.1211 2.8217
F 3.1266 -3.9637 -1.5447
H -3.6400 -2.5163 2.4031
H -3.5190 -4.9719 -0.4256
H -1.5697 -3.5836 1.4976
H 2.6401 3.6970 2.0824
H 1.1659 4.1444 -4.0770
H 1.7083 4.0545 -2.3981
C 1.9926 0.5091 0.9635
H -1.7798 -4.8159 -0.6783
F 4.5669 -2.3559 -1.1613
C 0.8525 3.2419 4.0310
C 2.5048 -0.4181 0.0596
H -1.1433 5.0027 -3.2399
H 3.2806 -0.1413 -0.6482
H -4.6313 -3.6057 1.3960
C 3.2534 -2.6390 -1.3460
*
```

Number 1: electronic energy -42904.657 eV, strongest force on any atom 1.71 eV/A. Number 2: electronic energy -27408.918 eV, strongest force on any atom 3.87 eV/A. Number 3: electronic energy -41791.260 eV, strongest force on any atom 1.66 eV/A. Number 4: electronic energy -143125.642 eV, strongest force on any atom 0.79 eV/A. Number 5: electronic energy -26094.905 eV, strongest force on any atom 16.40 eV/A. Number 6: electronic energy -44996.068 eV, strongest force on any atom 9.06 eV/A. Number 7: electronic energy -72494.198 eV, strongest force on any atom 2.15 eV/A. Number 8: electronic energy -359685.376 eV, strongest force on any atom 0.17 eV/A. Number 9: electronic energy -35489.110 eV, strongest force on any atom 0.62 eV/A. Number 10: electronic energy -53679.698 eV, strongest force on any atom 2.68 eV/A.